Entry 1:
{
  "formula": "C22H63B2Mn2O11",
  "method": "ωB97M-V/def2-TZVPD",
  "charge": 1,
  "lumo_energy_ev": [-2.39, -3.10],
  "spin_multiplicity": 11,
  "elements": ["Mn", "Mn", "C", "C", "O", "H", "H", "H", "H", "H", "B", "H", "H", "H", "H", "B", "H", "H", "H", "H", "C", "O", "C", "C", "O", "C", "H", "H", "H", "H", "H", "H", "H", "H", "H", "H", "C", "O", "C", "C", "O", "C", "H", "H", "H", "H", "H", "H", "H", "H", "H", "H", "C", "O", "C", "C", "O", "C", "H", "H", "H", "H", "H", "H", "H", "H", "H", "H", "C", "O", "C", "C", "O", "C", "H", "H", "H", "H", "H", "H", "H", "H", "H", "H", "C", "O", "C", "C", "O", "C", "H", "H", "H", "H", "H", "H", "H", "H", "H", "H"],
  "positions_angstrom": [[3.7108, 1.9287, -1.0518], [4.0676, -1.6391, -1.1738], [0.4291, -0.4879, -0.0013], [1.8057, -0.0492, 0.5311], [2.8580, -0.0207, -0.3754], [0.3981, -0.3429, -1.0812], [-0.4831, 0.0045, 0.3358], [0.2046, -1.5493, 0.1042], [2.1143, -0.7035, 1.3463], [1.6366, 0.9561, 0.9171], [4.8889, 0.7130, -2.5170], [3.8712, 1.0259, -2.6922], [5.5294, 0.7556, -3.3843], [5.3300, 1.1842, -1.6524], [4.8063, -0.3338, -2.2687], [5.6520, -1.4531, 0.5543], [5.3124, -0.6734, -0.1098], [5.7002, -1.1612, 1.5919], [4.9630, -2.2755, 0.4390], [6.6346, -1.7353, 0.2091], [-1.4783, 2.5913, 2.7078], [-1.7377, 3.3282, 1.5155], [-2.8502, 2.8576, 0.8022], [-3.0489, 3.8093, -0.4910], [-2.2282, 3.2851, -1.4868], [-2.3977, 3.7857, -2.8251], [-0.7873, 3.2413, 3.2445], [-1.0739, 1.6340, 2.3790], [-2.3348, 2.3919, 3.3519], [-3.7328, 2.8318, 1.4412], [-2.7534, 1.8239, 0.4702], [-2.8327, 4.8312, -0.1797], [-4.0977, 3.6546, -0.7442], [-3.4394, 3.8486, -3.1398], [-1.7370, 3.2229, -3.4845], [-2.0288, 4.8088, -2.7525], [2.2574, -3.6220, 1.0531], [2.6052, -3.0913, -0.2431], [2.1332, -3.8910, -1.3336], [1.8151, -3.0691, -2.5562], [2.8750, -2.1263, -2.8032], [2.8131, -1.5847, -4.0816], [2.5186, -4.6785, 1.1130], [1.1794, -3.5305, 1.1860], [2.7586, -3.0447, 1.8301], [1.1462, -4.2604, -1.0553], [2.7910, -4.7248, -1.5790], [0.8374, -2.6091, -2.4123], [1.7775, -3.8009, -3.3631], [1.8618, -1.0590, -4.1638], [2.9624, -2.2017, -4.9677], [3.5767, -0.8119, -4.1701], [2.8227, 3.9645, 1.5000], [2.6002, 3.3125, 0.2513], [1.6086, 3.9921, -0.5329], [0.9384, 3.0444, -1.5217], [1.8826, 2.1984, -2.1879], [1.2473, 1.5795, -3.3197], [3.4990, 3.3930, 2.1357], [1.8910, 4.0842, 2.0529], [3.2235, 4.9537, 1.2788], [2.1599, 4.7810, -1.0446], [0.7705, 4.4531, -0.0103], [0.4073, 3.6487, -2.2572], [0.2478, 2.4093, -0.9669], [0.4771, 0.8907, -2.9728], [2.1128, 1.2557, -3.8977], [0.7744, 2.3225, -3.9618], [-3.1711, 1.7517, 6.1480], [-2.6538, 0.8243, 5.1912], [-3.5520, -0.1960, 4.7634], [-2.7574, -1.0683, 3.7611], [-1.6877, -1.8101, 4.3947], [-0.8837, -2.6334, 3.4558], [-2.6152, 2.6827, 6.2586], [-3.2795, 1.2634, 7.1165], [-4.1842, 2.0240, 5.8522], [-4.4108, 0.1498, 4.1881], [-4.0121, -0.8108, 5.5370], [-2.3195, -0.4213, 3.0010], [-3.3819, -1.7894, 3.2338], [-0.1132, -2.0237, 2.9839], [-1.5155, -2.9256, 2.6170], [-0.3348, -3.4457, 3.9320], [-1.8087, -3.2216, -3.4214], [-1.7714, -2.7679, -2.0551], [-3.0219, -2.9160, -1.4144], [-2.9462, -2.4178, 0.0429], [-4.2020, -2.4422, 0.6507], [-5.1322, -1.4523, 0.2075], [-2.4412, -2.6617, -4.1104], [-2.0641, -4.2794, -3.4844], [-0.8593, -3.1472, -3.9516], [-3.4674, -3.9083, -1.4850], [-3.7683, -2.3186, -1.9378], [-2.5184, -1.4154, 0.0555], [-2.3147, -3.1634, 0.5260], [-6.0171, -1.5773, 0.8316], [-5.4896, -1.7030, -0.7912], [-4.7477, -0.4461, 0.3741]],
  "forces_ev_per_a": [[-1.2, -1.7, 1.0], [-0.1, 1.0, 2.2], [-0.1, -0.7, -1.1], [-0.6, 0.1, 0.6], [0.6, 0.9, -1.4], [0.2, 0.1, -0.3], [0.3, 0.5, 0.6], [0.3, -0.2, 0.2], [-0.3, 0.1, 0.4], [0.2, 0.2, 0.4], [0.3, -0.1, -1.1], [-3.7, 1.3, -1.4], [2.1, 0.6, -2.9], [2.2, 2.1, 3.5], [0.0, -3.7, 0.7], [0.7, 0.1, -0.1], [-1.0, 3.7, -2.2], [-0.2, 1.2, 3.6], [-2.9, -3.9, -0.2], [3.6, -1.3, -1.3], [0.3, 0.4, -0.7], [-0.4, 0.1, 0.1], [-0.1, 1.4, -1.3], [-0.5, -2.3, 2.2], [0.5, -0.7, -1.0], [0.5, 1.0, 1.6], [0.2, -0.6, 0.2], [0.4, -0.2, 0.5], [-0.3, 0.2, -0.2], [-0.3, 0.5, 0.1], [0.5, -0.2, -0.3], [0.1, 0.2, -0.3], [-0.2, 0.5, -0.3], [0.0, -0.5, -0.1], [-0.4, -0.2, 0.0], [0.0, 0.3, -0.6], [-0.1, 0.1, -0.3], [0.0, -0.2, -0.6], [-0.9, 0.1, 0.6], [0.5, -0.4, 0.4], [-0.4, -1.6, 0.1], [-0.1, 2.2, -1.2], [0.2, 0.0, 0.0], [-0.1, 0.1, 0.0], [0.2, -0.1, -0.3], [0.0, -0.6, 0.1], [0.3, 0.0, 0.3], [0.2, 0.6, -0.2], [-0.2, 0.2, -0.3], [-0.2, -0.1, -0.3], [-0.1, -0.9, 0.5], [0.1, -0.1, 0.2], [0.2, 0.5, 0.4], [-0.6, -0.8, 0.0], [0.2, 0.1, -1.4], [0.3, -0.1, 0.9], [-0.8, 1.2, 0.0], [1.0, 0.7, -0.1], [0.1, -0.1, -0.4], [-0.2, -0.1, -0.2], [0.2, 0.1, 0.3], [-0.2, 0.2, -0.2], [0.3, -0.2, 0.8], [-0.1, 0.0, 0.1], [-0.3, 0.0, -0.1], [0.4, -0.5, -0.2], [-0.5, -1.0, 0.0], [-0.1, 0.3, 0.2], [-1.2, -0.9, -0.1], [-0.2, 0.3, 0.1], [1.1, -0.8, -0.9], [0.9, -0.6, 0.5], [0.6, -0.8, -0.6], [-1.0, 1.9, 0.2], [0.5, -0.4, -0.4], [0.2, 0.0, 0.2], [-0.2, 0.2, -0.1], [-0.1, 0.7, -0.1], [0.5, 0.0, 0.6], [0.0, 0.3, -0.1], [-0.5, 0.0, 0.1], [0.2, 0.5, 0.1], [-0.2, -0.6, 0.2], [-0.7, 0.0, 0.4], [0.2, -0.3, -0.1], [0.4, -0.4, -1.1], [-0.9, 1.0, -0.2], [0.1, -0.8, -1.3], [-0.4, 0.0, 0.4], [-0.2, -1.0, 0.6], [-0.7, 0.3, 0.5], [-0.3, -0.1, 0.2], [0.6, 0.2, 0.8], [0.6, -0.5, 0.3], [0.0, 0.4, -0.2], [0.3, 0.1, 0.1], [0.1, 0.4, 0.6], [0.1, 0.0, 0.2], [0.3, 0.6, -0.3], [0.1, 0.1, -0.5]],
  "mulliken_charge": [0.50, 0.25, 0.25, -0.53, 0.46, -0.29, 0.08, -0.09, 0.43, -0.16, 1.02, -0.38, 0.02, 0.06, -0.27, 0.98, -0.44, -0.26, -0.35, -0.19, -0.39, -0.40, -0.16, -0.84, -0.04, -0.89, 0.33, -0.03, 0.24, 0.57, 0.00, 0.32, 0.42, 0.36, 0.15, 0.37, -1.03, -0.22, -0.73, -0.11, -0.30, -0.95, 0.42, 0.21, 0.31, 0.46, 0.40, -0.13, 0.65, 0.25, 0.35, 0.28, -0.88, 0.02, -1.05, -0.24, -0.26, -0.90, 0.35, 0.17, 0.32, 0.43, 0.50, 0.46, 0.20, 0.20, 0.29, 0.36, -0.87, -0.29, -0.75, 0.26, -0.45, -0.34, 0.25, 0.32, 0.36, 0.36, 0.46, -0.18, 0.38, 0.13, 0.06, 0.35, -0.89, -0.16, -1.02, 0.56, -0.48, -0.60, 0.33, 0.37, 0.26, 0.39, 0.43, -0.11, 0.13, 0.27, 0.38, 0.14]
}



Entry 2:
{
  "formula": "C22H63N9O7",
  "method": "ωB97M-V/def2-TZVPD",
  "charge": 0,
  "de_lowest_kj_mol": 27.9,
  "lumo_energy_ev": 0.49,
  "smiles": "COC[C@H](C)N.COC[C@H](C)N.COC[C@H](C)N.COC[C@H](C)N.COC[C@H](C)N.NC(N)=O.NC(N)=O",
  "elements": ["C", "C", "C", "O", "C", "N", "H", "H", "H", "H", "H", "H", "H", "H", "H", "H", "H", "C", "C", "C", "O", "C", "N", "H", "H", "H", "H", "H", "H", "H", "H", "H", "H", "H", "C", "C", "C", "O", "C", "N", "H", "H", "H", "H", "H", "H", "H", "H", "H", "H", "H", "C", "C", "C", "O", "C", "N", "H", "H", "H", "H", "H", "H", "H", "H", "H", "H", "H", "C", "C", "C", "O", "C", "N", "H", "H", "H", "H", "H", "H", "H", "H", "H", "H", "H", "C", "O", "N", "N", "H", "H", "H", "H", "C", "O", "N", "N", "H", "H", "H", "H"],
  "positions_angstrom": [[4.4146, 23.7869, 40.0727], [5.3920, 22.6263, 40.2862], [6.1599, 22.3971, 39.0322], [7.1062, 21.3601, 39.2261], [7.7134, 20.9264, 38.0239], [6.1886, 22.8341, 41.4833], [4.7355, 24.4262, 39.2489], [4.3129, 24.2857, 41.0330], [3.4445, 23.3901, 39.7740], [4.7865, 21.7329, 40.4792], [6.6666, 23.3277, 38.7230], [5.4674, 22.1597, 38.2050], [8.7188, 20.6074, 38.2726], [7.7242, 21.7267, 37.2714], [7.1165, 20.1298, 37.5566], [6.9734, 22.1946, 41.5471], [6.6127, 23.7572, 41.5153], [1.5699, 23.6593, 42.5242], [0.1748, 24.3318, 42.5303], [-0.3307, 24.5570, 41.1358], [-1.6036, 25.1880, 41.2566], [-2.2637, 25.3404, 40.0278], [-0.7582, 23.4316, 43.2285], [1.4706, 22.6226, 42.2117], [2.0158, 23.7772, 43.5092], [2.1912, 24.2103, 41.8153], [0.3303, 25.2789, 43.0593], [-0.4462, 23.6141, 40.5778], [0.3134, 25.2106, 40.5298], [-3.2813, 25.6320, 40.2738], [-2.2423, 24.4058, 39.4569], [-1.7656, 26.1146, 39.4309], [-0.5954, 23.5327, 44.2287], [-1.6941, 23.8215, 43.1137], [0.6296, 18.7298, 40.7209], [1.3192, 19.8113, 39.8854], [2.7852, 19.9913, 40.2368], [3.5715, 18.9860, 39.6643], [4.9352, 19.3374, 39.6192], [1.1362, 19.5362, 38.4399], [1.1575, 17.7840, 40.6257], [-0.4251, 18.6947, 40.4414], [0.6057, 19.0419, 41.7685], [0.8236, 20.7640, 40.1164], [2.8680, 19.9369, 41.3426], [3.1579, 21.0095, 40.0472], [5.1161, 20.2258, 39.0009], [5.4926, 18.4773, 39.2616], [5.3203, 19.5949, 40.6204], [0.7155, 18.6222, 38.3190], [2.0594, 19.4598, 38.0204], [-1.6990, 20.0524, 34.7486], [-2.3497, 19.3873, 35.9448], [-3.3997, 20.3033, 36.5646], [-4.1230, 19.6545, 37.5920], [-3.4718, 19.6776, 38.8420], [-2.8903, 18.0780, 35.5641], [-1.4244, 21.0944, 34.9398], [-2.3471, 20.0375, 33.8665], [-0.7671, 19.5573, 34.4683], [-1.5611, 19.2315, 36.6949], [-4.1182, 20.5604, 35.7785], [-2.9373, 21.2273, 36.9286], [-2.5978, 19.0190, 38.8580], [-4.2170, 19.4272, 39.5917], [-3.1087, 20.6902, 39.0869], [-3.5685, 17.7865, 36.2628], [-3.4330, 18.2068, 34.7119], [4.2217, 27.1071, 37.1914], [3.7893, 25.9158, 36.3251], [3.6405, 26.3819, 34.8916], [3.3135, 25.3553, 33.9834], [1.9808, 24.8826, 34.0962], [4.7128, 24.7779, 36.4836], [4.4064, 26.7646, 38.2113], [3.3858, 27.8016, 37.2394], [5.1225, 27.5834, 36.8007], [2.8193, 25.6496, 36.7410], [4.6131, 26.7686, 34.5532], [3.0017, 27.2746, 34.8674], [1.5171, 25.1230, 35.0564], [1.9970, 23.7953, 33.9885], [1.3618, 25.3126, 33.3042], [5.6029, 25.0351, 36.0598], [4.3848, 24.0134, 35.8974], [0.2720, 23.3002, 37.5846], [-0.4531, 24.2080, 37.1984], [-0.1344, 21.9981, 37.5670], [1.5949, 23.4935, 37.9315], [-1.0968, 21.8843, 37.3119], [0.4665, 21.2083, 37.8118], [2.1509, 22.6582, 37.9644], [1.9725, 24.3816, 37.6476], [-0.4824, 27.8518, 36.6095], [0.7363, 27.7629, 36.5822], [-1.1131, 29.0471, 36.9036], [-1.2996, 26.7936, 36.3465], [-0.5115, 29.8486, 36.9205], [-2.0821, 29.1374, 36.6614], [-0.8897, 25.8633, 36.3494], [-2.2945, 26.8494, 36.4600]],
  "forces_ev_per_a": [[0.1, -0.6, -0.1], [-0.7, -0.1, 0.5], [0.6, 0.1, -0.8], [0.0, 0.2, -0.1], [-0.6, 0.3, -0.2], [0.5, 0.3, 0.4], [0.1, 0.3, 0.3], [-0.1, 0.4, -0.2], [-0.1, 0.1, 0.1], [0.4, 0.2, 0.1], [0.1, -0.1, 0.1], [0.0, -0.1, 0.1], [0.1, -0.2, -0.2], [0.3, 0.1, 0.2], [0.2, -0.2, 0.2], [-0.2, -0.2, -0.2], [-0.2, 0.1, -0.2], [-0.7, 0.9, -0.5], [1.1, -1.0, 0.4], [-0.6, 0.7, -0.4], [0.2, -0.4, 0.3], [0.3, 0.1, 0.0], [-0.4, 0.7, 0.3], [0.2, -0.1, 0.1], [0.1, -0.4, 0.0], [0.2, -0.2, 0.0], [-0.4, 0.2, -0.2], [0.1, -0.1, 0.2], [0.2, -0.1, 0.2], [-0.1, 0.0, -0.2], [-0.2, 0.0, -0.1], [-0.2, 0.0, -0.1], [0.1, -0.3, -0.1], [0.1, -0.1, -0.2], [0.1, 0.9, 0.2], [-0.4, -0.1, -0.2], [-0.1, 0.2, 1.4], [0.0, 0.0, -0.5], [0.3, 0.2, 0.5], [0.5, 0.2, 0.2], [-0.2, -0.2, 0.0], [0.1, -0.4, -0.2], [0.2, -0.1, 0.0], [0.0, 0.0, 0.0], [-0.1, -0.1, -0.2], [-0.2, -0.2, -0.7], [-0.2, -0.5, -0.1], [0.0, 0.0, -0.2], [-0.1, -0.2, -0.1], [-0.1, 0.1, -0.1], [-0.1, -0.2, 0.0], [0.4, 0.2, -0.3], [0.3, 0.0, 0.2], [-0.2, -0.4, -0.4], [-0.1, 0.3, 0.0], [0.2, 0.6, 0.0], [-0.1, 0.3, -0.1], [-0.2, 0.0, 0.1], [-0.1, 0.0, 0.1], [-0.1, -0.2, 0.0], [-0.1, -0.1, 0.0], [-0.1, 0.1, 0.2], [-0.1, 0.1, 0.1], [-0.2, -0.2, 0.2], [0.1, -0.3, 0.1], [-0.1, -0.1, -0.1], [0.1, 0.0, 0.1], [0.1, -0.1, 0.0], [-0.2, -0.5, 0.0], [0.4, 0.4, 0.6], [0.7, 0.6, -0.1], [-0.3, 0.0, 0.2], [-0.1, -0.1, -0.1], [-0.2, 0.0, -0.2], [0.1, 0.0, -0.1], [0.1, 0.3, -0.1], [0.0, 0.1, 0.0], [-0.1, -0.2, -0.3], [0.0, -0.3, 0.1], [-0.5, -0.4, -0.2], [0.1, 0.1, 0.0], [0.0, 0.1, -0.1], [0.0, 0.0, 0.0], [0.0, 0.0, 0.2], [-0.1, 0.1, 0.0], [0.6, -0.7, -1.0], [-0.1, 0.3, 0.3], [0.2, 0.9, 0.3], [-1.2, -0.2, 0.2], [0.0, -0.3, 0.0], [-0.5, -0.2, 0.0], [0.5, 0.3, -0.1], [0.3, -0.2, 0.1], [0.0, 0.0, -0.1], [0.2, 0.0, 0.1], [0.0, -0.7, 0.0], [0.1, 0.0, -0.2], [-0.1, 0.1, -0.1], [0.0, 0.3, 0.0], [0.0, 0.2, 0.2], [0.0, 0.1, 0.1]],
  "mulliken_charge": [-0.81, 2.01, -1.17, -0.43, -0.74, -0.84, 0.08, 0.41, -0.11, -0.88, 0.61, 0.41, 0.27, 0.32, 0.25, 0.26, 0.25, -1.10, 0.55, -0.19, -0.43, -0.44, -0.75, 0.19, 0.49, 0.04, 0.28, -0.20, 0.38, 0.31, 0.10, 0.20, 0.25, 0.27, -1.70, 1.11, 0.29, -0.48, -0.50, -0.62, 0.44, 0.33, 0.45, -0.30, 0.41, -0.83, 0.09, 0.39, 0.34, 0.34, 0.11, -1.35, 1.19, -0.37, -0.46, -0.54, -0.76, 0.24, 0.44, 0.34, -0.39, 0.36, -0.04, 0.22, 0.34, 0.19, 0.29, 0.29, -1.68, 1.64, -0.81, -0.41, -0.25, -0.34, 0.33, 0.35, 0.40, -1.01, 0.35, 0.35, -0.10, 0.24, 0.33, 0.29, 0.29, 0.24, -0.67, 0.29, 0.26, -0.20, 0.18, 0.15, -0.02, 0.58, -0.56, -0.49, -0.26, 0.25, 0.17, 0.20, 0.21]
}



| no. | F_max (eV Å⁻¹) |
| --- | --- |
| 1 | 4.86 |
| 2 | 1.54 |